Computed, not measured: 2 unconnected molecules or ions with the total composition C6H15N2, with ωB97M-V/def2-TZVPD.

Cartesian coordinates (Å):
C -0.60345 1.25995 -2.69377
C -0.82045 0.00295 -1.96015
C 0.38656 -0.82726 -1.59064
C 0.28582 -1.43209 -0.17734
C 0.74524 -0.53808 0.99950
N -0.00206 0.63907 1.08671
C 0.31090 1.59599 2.02363
N 1.08784 1.25486 2.95865
H 0.26144 1.13229 -3.37836
H -0.29929 2.12531 -2.06062
H -1.56056 1.55673 -3.13552
H -1.48965 -0.79096 -2.45825
H -1.55437 0.26176 -1.13056
H 0.54032 -1.65141 -2.30000
H 1.28760 -0.17767 -1.68178
H 0.69680 -2.42270 -0.11621
H -0.79405 -1.57865 0.00595
H 0.81883 -1.15468 1.91479
H 1.79853 -0.24843 0.80898
H -0.76040 -2.03683 3.71339
H -0.22808 2.53613 1.91504
H -1.26370 -1.50656 3.57212
H 1.15620 2.00028 3.68446

LUMO level (spin up / spin down) in eV: -12.9 / -13.6
Orbital gap (spin up / spin down) in Eh: 0.269 / 0.250
HOMO level (spin up / spin down) in eV: -20.2 / -20.4
ΔE to the lowest compared entry with this formula, charge and spin in kcal per mole: 212.6
Total charge: +2
Multiplicity: 2